Model i:
A 2-piece molecular cluster, C3H10OS overall, computed with ωB97M-V/def2-TZVPD.

The geometry in XYZ format:
```
15
Properties=species:S:1:pos:R:3:nbo_charge:R:1
C 2.62647 0.54914 0.32947 -0.6252
C 1.32728 -0.01538 -0.22402 -0.4830
S 1.23966 -1.79101 0.29954 -0.0935
H 2.63610 0.39602 1.40795 0.2124
H 3.46275 -0.02531 -0.07302 0.2120
H 2.79271 1.60408 0.14347 0.2151
H 1.33702 -0.04091 -1.31442 0.2042
H 0.40651 0.45193 0.10337 0.2085
H -0.04735 -1.94126 -0.01983 0.1456
C -2.54946 0.49034 -0.19641 -0.2496
O -2.31538 -0.89551 0.07159 -0.7365
H -2.10563 1.08027 0.60729 0.1696
H -3.60699 0.71490 -0.25756 0.1726
H -2.05491 0.75308 -1.12306 0.1750
H -3.14876 -1.33038 0.24562 0.4728
```

Computed properties:
- Highest occupied orbital energy: -8.651 eV
- Charge: 0

Model ii:
A 2-piece molecular cluster, C3H10OS overall, computed with ωB97M-V/def2-TZVPD.

The geometry in XYZ format:
```
15
Properties=species:S:1:pos:R:3:nbo_charge:R:1
C 0.91608 -1.13548 -1.15734 -0.7845
S 0.53343 0.31106 -2.12096 0.1693
C -1.30612 0.14182 -2.09290 -0.7361
H 0.45296 -1.14565 -0.17732 0.2175
H 1.96302 -1.27612 -0.87884 0.2365
H 0.87979 -2.04217 -1.75636 0.2179
H -1.75759 0.98707 -1.59057 0.2272
H -1.49353 -0.09936 -3.13732 0.2300
H -1.58889 -0.79287 -1.60930 0.2218
C -0.02578 0.56740 2.31252 -0.2581
O 0.91065 1.32693 3.09684 -0.7301
H -0.84434 0.34698 2.99677 0.1779
H -0.43897 1.28134 1.60652 0.1777
H 0.40601 -0.38278 2.00736 0.1694
H 1.39330 1.91182 2.50089 0.4635
```

Computed properties:
- Highest occupied orbital energy: -8.642 eV
- Charge: 0

Model iii:
A 2-piece molecular cluster, C3H10OS overall, computed with ωB97M-V/def2-TZVPD.

The geometry in XYZ format:
```
15
Properties=species:S:1:pos:R:3:nbo_charge:R:1
C -1.08920 1.22206 -2.06308 -0.7529
S 0.13480 0.07787 -1.43662 0.1905
C 1.13278 1.22344 -0.43743 -0.7479
H -1.85729 0.64296 -2.57776 0.2334
H -0.72151 1.97276 -2.76090 0.2101
H -1.51953 1.84053 -1.27803 0.2149
H 1.61004 0.67259 0.38044 0.2128
H 1.94554 1.53976 -1.09144 0.2195
H 0.65394 2.10231 -0.03746 0.2238
C -0.17480 -2.22615 1.81470 -0.2511
O 0.13842 -1.05783 2.56637 -0.7269
H -0.33664 -1.97436 0.77489 0.1781
H 0.60781 -2.97610 1.91853 0.1593
H -1.07878 -2.64282 2.24517 0.1749
H 0.55443 -0.41701 1.98263 0.4616
```

Computed properties:
- Highest occupied orbital energy: -8.746 eV
- Charge: 0

Best to worst by energy: model i, model iii, model ii.